#A
Molecular formula: C3H6O2
Method: DFT, ωB97M-V with the def2-TZVPD basis set

Each line ends with the natural charge from an NBO analysis.
CARTESIAN COORDINATES (ANGSTROEM)
1 O -1.4331 0.9428 -1.0712  -0.49
2 C -1.1146 0.8594 0.0874  0.41
3 C -0.5317 -0.3688 0.7272  -0.06
4 C 0.9042 -0.6795 0.7187  -0.09
5 O -0.0125 -1.3739 -0.1083  -0.46
6 H -1.2717 1.7052 0.7892  0.11
7 H -1.1175 -0.7190 1.5813  0.20
8 H 1.3110 -1.2514 1.5530  0.19
9 H 1.6102 -0.0322 0.1994  0.19
10 H 0.4849 0.3357 -2.1620  0.03
11 H 1.1707 0.5816 -2.3147  -0.03

Properties
SMILES string: O=C[C@@H]1CO1.[H][H]
HOMO-LUMO gap: 10.9 eV


#B
Molecular formula: C3H6O2
Method: DFT, ωB97M-V with the def2-TZVPD basis set

Each line ends with the natural charge from an NBO analysis.
CARTESIAN COORDINATES (ANGSTROEM)
1 O 2.4052 0.6848 0.4952  -0.52
2 C 1.3738 0.5479 -0.1201  0.44
3 C 0.4891 -0.6711 -0.0444  -0.54
4 C -0.9663 -0.3090 0.2648  -0.06
5 O -1.4800 0.5880 -0.7073  -0.72
6 H 1.0082 1.3450 -0.8007  0.11
7 H 0.5156 -1.1709 -1.0221  0.23
8 H 0.8964 -1.3546 0.7074  0.23
9 H -1.5760 -1.2196 0.2456  0.18
10 H -1.0433 0.1148 1.2745  0.17
11 H -1.6226 1.4445 -0.2928  0.47

Properties
SMILES string: O=CCCO
HOMO-LUMO gap: 10.4 eV


#C
Molecular formula: C3H6O2
Method: DFT, ωB97M-V with the def2-TZVPD basis set

Each line ends with the natural charge from an NBO analysis.
CARTESIAN COORDINATES (ANGSTROEM)
1 O -0.0967 1.6314 1.9942  -0.58
2 C -0.6777 0.7975 1.3621  0.64
3 O -0.8667 0.8676 0.0314  -0.68
4 H -1.1220 -0.1212 1.7657  0.12
5 H -0.4823 1.7249 -0.2248  0.49
6 C 0.2872 -1.9982 -1.7684  -0.39
7 C 1.3248 -1.2684 -1.3990  -0.38
8 H -0.7178 -1.8079 -1.4304  0.20
9 H 0.5022 -2.8842 -2.3529  0.19
10 H 1.2671 -0.3492 -0.8263  0.19
11 H 2.3330 -1.4770 -1.7331  0.19

Properties
SMILES string: O=CO.C=C
HOMO-LUMO gap: 11.1 eV


#D
Molecular formula: C3H6O2
Method: DFT, ωB97M-V with the def2-TZVPD basis set

Each line ends with the natural charge from an NBO analysis.
CARTESIAN COORDINATES (ANGSTROEM)
1 O -0.2120 -1.8208 -0.1919  -0.70
2 C 0.6061 -0.7426 0.1144  0.08
3 C 0.1556 0.4135 0.9714  -0.49
4 C 0.2405 0.5673 -0.5215  0.04
5 O -0.9841 0.4846 -1.2093  -0.72
6 H -0.9292 -1.4516 -0.7369  0.49
7 H 1.6198 -1.0356 0.3515  0.19
8 H -0.8136 0.3295 1.4497  0.22
9 H 0.9327 0.9117 1.5466  0.22
10 H 0.9667 1.2310 -0.9883  0.19
11 H -1.5825 1.1131 -0.7855  0.48

Properties
SMILES string: O[C@@H]1C[C@@H]1O
HOMO-LUMO gap: 10.2 eV


#B comes first in stability; the runner-up is 0.0055 hartree higher.


#A
Molecular formula: CH7N4
Method: DFT, ωB97M-V with the def2-TZVPD basis set

Each line ends with the natural charge from an NBO analysis.
CARTESIAN COORDINATES (ANGSTROEM)
1 C 1.0842 0.2807 -0.1928  0.31
2 N -0.0268 -0.1633 0.2877  -0.42
3 N 2.2716 -0.3858 -0.0888  -0.77
4 N -2.2728 -0.4111 -0.2011  -0.57
5 N -1.2658 0.5447 0.1822  -0.24
6 H 1.0739 1.3510 -0.7103  0.19
7 H 3.1289 0.0663 -0.1368  0.41
8 H 2.5025 -1.3115 0.3065  0.43
9 H -2.1597 -1.4765 0.7258  0.42
10 H -1.8027 -0.8051 -1.0166  0.37
11 H -1.3331 0.9280 1.2038  0.45
12 H -1.2001 1.3825 -0.3595  0.42

Properties
Charge: +1
HOMO-LUMO gap: 10.8 eV


#B
Molecular formula: CH7N4
Method: DFT, ωB97M-V with the def2-TZVPD basis set

Each line ends with the natural charge from an NBO analysis.
CARTESIAN COORDINATES (ANGSTROEM)
1 H 1.0181 1.1847 -1.2499  0.38
2 N 1.2326 1.2318 -0.2409  -0.32
3 N 0.6166 0.4256 0.4577  0.34
4 N 0.8084 0.4305 1.7617  -0.55
5 N -0.2589 -0.5536 0.0777  -0.38
6 C -0.8209 -0.7058 -1.2379  -0.45
7 H 1.3568 1.2012 2.2071  0.46
8 H -0.1343 0.1296 2.0266  0.39
9 H -0.6755 -1.0238 0.8582  0.41
10 H -1.6559 -0.0448 -1.2825  0.22
11 H -0.1673 -0.5926 -2.0500  0.24
12 H -1.3197 -1.6830 -1.3276  0.27

Properties
SMILES string: [H]/N=[N+](/N)NC
Charge: +1
HOMO-LUMO gap: 10.9 eV


#C
Molecular formula: CH7N4
Method: DFT, ωB97M-V with the def2-TZVPD basis set

Each line ends with the natural charge from an NBO analysis.
CARTESIAN COORDINATES (ANGSTROEM)
1 C 1.0318 0.4281 -0.7041  0.19
2 N 2.1877 0.8053 -0.4460  -0.55
3 N 0.6843 -0.9065 1.0793  -0.28
4 N 0.4189 -0.7021 -0.0919  0.09
5 N -1.9600 0.1470 -0.0798  -1.05
6 H 0.3833 0.9673 -1.4053  0.22
7 H 2.6389 1.4838 -1.0069  0.40
8 H 0.3436 -1.8052 1.4942  0.44
9 H 1.3655 -0.2636 1.5512  0.43
10 H -2.0461 -0.3906 -0.8928  0.37
11 H -2.3411 -0.5398 0.6677  0.37
12 H -2.7068 0.7764 -0.1655  0.38

Properties
Charge: +1
HOMO-LUMO gap: 8.6 eV


#C comes first in stability; the runner-up is 0.0315 hartree higher.


#A
Molecular formula: C3H7NS
Method: DFT, ωB97M-V with the def2-TZVPD basis set

Each line ends with the natural charge from an NBO analysis.
CARTESIAN COORDINATES (ANGSTROEM)
1 S 2.3110 -0.0573 -0.2221  0.00
2 C 0.6045 0.0491 0.2880  -0.36
3 C -0.5629 1.0145 -0.2095  -0.21
4 N -1.4440 -0.1220 0.0312  -0.63
5 C -0.3882 -1.0609 -0.1238  -0.22
6 H 2.8447 0.4301 0.8704  0.12
7 H 0.5962 0.1246 1.4054  0.22
8 H -0.3755 1.2416 -1.2624  0.17
9 H -0.7449 1.9459 0.3641  0.19
10 H -2.2996 -0.2309 -0.5490  0.37
11 H -0.1803 -1.3977 -1.1660  0.17
12 H -0.3610 -1.9368 0.5736  0.19

Properties
SMILES string: SC1CNC1
HOMO-LUMO gap: 10.0 eV


#B
Molecular formula: C3H7NS
Method: DFT, ωB97M-V with the def2-TZVPD basis set

Each line ends with the natural charge from an NBO analysis.
CARTESIAN COORDINATES (ANGSTROEM)
1 C 0.3905 0.5123 -2.0504  -0.69
2 C -0.7029 0.5320 -1.0278  0.08
3 N -0.5424 0.1518 0.2248  -0.64
4 S 0.7973 -0.5114 0.7122  0.41
5 C 0.1233 -0.6998 2.4880  -0.70
6 H 1.2447 0.0630 -1.6876  0.22
7 H -0.0228 0.0893 -3.1073  0.23
8 H 0.6283 1.5398 -2.3468  0.24
9 H -1.7465 0.7129 -1.2667  0.19
10 H -0.6743 -1.5144 2.3847  0.21
11 H 0.9325 -1.1114 2.9696  0.21
12 H -0.4277 0.2360 2.7071  0.24

Properties
SMILES string: C/C=N\SC
HOMO-LUMO gap: 9.1 eV


#C
Molecular formula: C3H7NS
Method: DFT, ωB97M-V with the def2-TZVPD basis set

Each line ends with the natural charge from an NBO analysis.
CARTESIAN COORDINATES (ANGSTROEM)
1 C -2.0606 -0.8425 -0.0208  -0.68
2 C -0.9555 0.0318 -0.1429  0.21
3 C -0.8851 1.5307 -0.0319  -0.72
4 H -1.5108 -1.7794 -0.6162  0.28
5 H -2.4707 -1.3014 1.1717  0.24
6 H -3.0048 -0.3778 -0.5038  0.22
7 H -0.3588 1.6507 0.9453  0.26
8 H -0.6040 1.8926 -1.1227  0.28
9 H -1.9590 1.9522 0.5574  0.22
10 H 2.2809 -1.3723 -0.3492  0.16
11 N 0.1538 -0.7382 0.1071  -0.52
12 S 1.8724 0.0114 0.0213  0.03

Properties
HOMO-LUMO gap: 9.2 eV


#A comes first in stability; the runner-up is 0.0179 hartree higher.


#A
Molecular formula: C3H7NS
Method: DFT, ωB97M-V with the def2-TZVPD basis set

Each line ends with the natural charge from an NBO analysis.
CARTESIAN COORDINATES (ANGSTROEM)
1 C 0.9054 2.4907 -1.0557  0.27
2 C 0.7400 -1.1719 1.0328  -0.61
3 C -0.0065 -0.3155 0.0785  -0.57
4 N -0.1350 2.6687 -1.5124  -0.74
5 S -1.7956 -0.5035 0.3076  -0.04
6 H 1.7713 -0.9638 1.2443  0.22
7 H 0.1749 -1.2886 2.1005  0.21
8 H 0.7403 -2.2719 0.5463  0.19
9 H 0.3754 -0.5129 -0.9258  0.22
10 H 0.3841 0.7061 0.1059  0.25
11 H -1.1608 2.8910 -1.8069  0.48
12 H -1.9936 -1.7282 -0.1150  0.12

Properties
HOMO-LUMO gap: 9.9 eV


#B
Molecular formula: C3H7NS
Method: DFT, ωB97M-V with the def2-TZVPD basis set

Each line ends with the natural charge from an NBO analysis.
CARTESIAN COORDINATES (ANGSTROEM)
1 C 2.4839 -0.5635 -0.2223  -0.65
2 C 1.2785 0.2228 0.4265  -0.50
3 C 0.1431 1.1591 -0.1780  0.09
4 H 2.5677 0.0749 -1.2544  0.22
5 H 2.6182 -1.9666 -0.5278  0.24
6 H 3.8079 -0.4821 0.3535  0.23
7 H 1.6639 1.0595 1.3275  0.22
8 H 0.7547 -0.3937 0.9924  0.21
9 H 0.1915 2.3856 0.0674  0.20
10 H -2.9165 0.2735 0.2692  0.20
11 N -1.1035 0.8217 -0.2873  -0.63
12 S -1.5247 -0.7259 0.0391  0.17

Properties
HOMO-LUMO gap: 8.7 eV


#A comes first in stability; the runner-up is 0.1898 hartree higher.


#A
Molecular formula: C4H5N3OS
Method: DFT, ωB97M-V with the def2-TZVPD basis set

Each line ends with the natural charge from an NBO analysis.
CARTESIAN COORDINATES (ANGSTROEM)
1 O -0.0289 2.4137 -0.0545  -0.60
2 C -0.3345 1.2401 -0.0472  0.54
3 N -1.6599 0.8238 0.0317  -0.54
4 C -2.0329 -0.4829 0.0696  0.00
5 C -1.0856 -1.4565 0.0295  -0.09
6 N 0.2334 -1.1431 -0.0594  -0.39
7 C 0.5419 0.0878 -0.0930  0.32
8 N 2.2174 0.5022 -0.3453  -0.79
9 S 3.2754 -0.4232 0.5843  0.18
10 H -2.3596 1.5571 0.0713  0.43
11 H -3.0890 -0.6893 0.1395  0.22
12 H -1.3260 -2.5065 0.0639  0.21
13 H 2.2408 1.4784 -0.0592  0.39
14 H 3.4076 -1.4013 -0.3311  0.11

Properties
SMILES string: O=c1[nH]ccnc1NS
HOMO-LUMO gap: 8.6 eV


#B
Molecular formula: C4H5N3OS
Method: DFT, ωB97M-V with the def2-TZVPD basis set

Each line ends with the natural charge from an NBO analysis.
CARTESIAN COORDINATES (ANGSTROEM)
1 C -2.7126 -0.0854 -0.3495  -0.36
2 C -1.4656 -0.5640 -0.8528  -0.06
3 N -0.4622 -0.3387 -0.0313  -0.28
4 N -0.9753 0.3840 0.9859  -0.34
5 C -2.3235 0.6158 0.8243  -0.06
6 H -3.7524 -0.2577 -0.8177  0.24
7 H -1.3154 -1.0905 -1.8290  0.21
8 H -0.3716 0.6955 1.7228  0.41
9 H -2.8387 1.3108 1.5457  0.23
10 O 1.7259 1.6609 -0.2116  -0.49
11 C 2.4396 0.7730 -0.2583  0.87
12 N 3.1875 -0.1349 0.0172  -0.73
13 S 4.0366 -1.2741 -0.8239  0.25
14 H 4.8276 -1.6947 0.0782  0.10

Properties
SMILES string: c1cn[nH]c1.O=C=NS
HOMO-LUMO gap: 9.5 eV


#C
Molecular formula: C4H5N3OS
Method: DFT, ωB97M-V with the def2-TZVPD basis set

Each line ends with the natural charge from an NBO analysis.
CARTESIAN COORDINATES (ANGSTROEM)
1 C 1.5229 -1.0801 -1.0251  -0.09
2 C 0.7809 -0.5371 -2.0200  -0.12
3 C -0.3040 -0.1449 -0.0587  0.01
4 C -0.5681 1.0161 2.8860  0.25
5 N 0.8493 -0.8309 0.1418  -0.55
6 N -0.3023 0.0124 -1.3953  -0.09
7 N -1.7165 1.3212 2.7431  -0.66
8 O -1.3158 0.6417 -2.0922  -0.52
9 S 0.8741 0.7139 3.3684  -0.03
10 H 2.4514 -1.6113 -1.0547  0.22
11 H 0.9192 -0.4847 -3.0780  0.23
12 H 1.1623 -1.1175 1.0545  0.43
13 H -2.3423 1.2898 1.9675  0.43
14 H -2.0112 0.8113 -1.4373  0.49

Properties
HOMO-LUMO gap: 9.8 eV


#A comes first in stability; the runner-up is 0.0167 hartree higher.


#A
Molecular formula: C10H10N2O2
Method: DFT, ωB97M-V with the def2-TZVPD basis set

Each line ends with the natural charge from an NBO analysis.
CARTESIAN COORDINATES (ANGSTROEM)
1 H -1.5098 0.2904 2.4186  0.36
2 N -1.5246 -0.0910 1.5068  -0.52
3 N -2.2793 -1.1091 1.3418  -0.18
4 C -3.0075 -1.3547 0.3744  -0.09
5 C -3.3314 -0.3744 -0.6990  -0.20
6 C -2.5331 0.7039 -0.9693  -0.32
7 C -1.1910 0.8309 -0.3193  0.70
8 O -0.9072 2.0996 -0.0578  -0.66
9 O -0.3146 -0.0324 -0.8288  -0.48
10 C 0.9512 -0.1504 -0.4113  0.30
11 C 1.8288 -0.9534 -1.1615  -0.26
12 C 3.1768 -0.8176 -0.9354  -0.18
13 C 3.6101 -0.0683 0.1548  -0.25
14 C 2.7240 0.5960 0.9524  -0.18
15 C 1.3875 0.4884 0.7468  -0.30
16 H -3.4833 -2.3483 0.2555  0.18
17 H -4.4240 -0.4655 -1.1083  0.22
18 H -2.8700 1.6438 -1.5333  0.23
19 H 0.0104 2.1462 -0.2365  0.49
20 H 1.4907 -1.7258 -1.8202  0.23
21 H 3.9735 -1.5329 -1.3941  0.23
22 H 4.5230 0.1408 0.5540  0.22
23 H 3.0906 1.1062 1.9197  0.22
24 H 0.6089 0.9776 1.2501  0.23

Properties
SMILES string: [H]/N=N/C=C\C=C(\O)Oc1ccccc1
HOMO-LUMO gap (alpha / beta): 8.1 / 8.1 eV


#B
Molecular formula: C10H10N2O2
Method: DFT, ωB97M-V with the def2-TZVPD basis set

Each line ends with the natural charge from an NBO analysis.
CARTESIAN COORDINATES (ANGSTROEM)
1 O -1.5015 2.3711 -1.0144  -0.56
2 C -1.7044 1.2711 -0.5321  0.65
3 C -2.3930 1.0394 0.6985  -0.41
4 C -2.5970 -0.2941 1.0882  0.09
5 N -2.1530 -1.4234 0.3710  -0.63
6 C -1.4249 -1.2731 -0.8372  0.80
7 O -0.8646 -2.0930 -1.4843  -0.59
8 N -1.5887 0.0321 -1.3800  -0.68
9 H -2.9552 1.8060 1.3507  0.26
10 H -3.0364 -0.5923 2.0738  0.22
11 H -2.1274 -2.3779 0.6298  0.43
12 H -1.3861 0.0486 -2.3479  0.42
13 C 1.5617 -0.1260 1.5017  -0.21
14 C 1.6536 1.1675 0.7905  -0.24
15 C 1.9217 1.4442 -0.5627  -0.21
16 C 2.4909 0.2571 -1.2540  -0.19
17 C 2.3046 -0.9389 -0.5497  -0.21
18 C 1.9033 -1.1745 0.7428  -0.23
19 H 1.6241 -0.2666 2.6830  0.23
20 H 1.1868 2.0268 1.2727  0.21
21 H 1.7886 2.5418 -0.9211  0.24
22 H 2.8758 0.4061 -2.2124  0.21
23 H 2.6525 -1.7624 -1.1069  0.21
24 H 1.7687 -2.0895 1.0000  0.20

Properties
SMILES string: O=c1cc[nH]c(=O)[nH]1.c1ccccc1
HOMO-LUMO gap: 9.4 eV


#C
Molecular formula: C10H10N2O2
Method: DFT, ωB97M-V with the def2-TZVPD basis set

Each line ends with the natural charge from an NBO analysis.
CARTESIAN COORDINATES (ANGSTROEM)
1 O -3.9880 -1.7493 0.2718  -0.57
2 C -3.3775 -0.6976 0.0608  0.66
3 C -3.8180 0.6689 -0.1587  -0.42
4 C -2.9632 1.6869 -0.1827  0.09
5 N -1.6246 1.5626 -0.1610  -0.60
6 C -1.0430 0.2755 -0.0366  0.79
7 O 0.1899 0.1389 -0.0267  -0.63
8 N -1.9241 -0.7640 -0.0072  -0.64
9 H -4.8489 0.7826 -0.2649  0.24
10 H -3.3536 2.6845 -0.3326  0.22
11 H -0.9090 2.3301 -0.1143  0.45
12 H -1.6034 -1.7069 0.1107  0.43
13 C 2.5699 -0.8625 -1.0399  -0.24
14 C 2.0380 -0.8973 0.1971  -0.14
15 C 2.5595 -0.2394 1.3078  -0.23
16 C 3.7831 0.4911 1.1022  -0.21
17 C 4.3074 0.5645 -0.1706  -0.26
18 C 3.7267 -0.1673 -1.1955  -0.20
19 H 2.2272 -1.7203 -1.7710  0.21
20 H 1.2097 -1.4923 0.4694  0.21
21 H 2.0673 -0.4224 2.2999  0.21
22 H 4.0856 1.0348 2.0251  0.21
23 H 5.2425 1.1508 -0.4085  0.21
24 H 4.4113 -0.2857 -2.1020  0.21

Properties
SMILES string: O=c1cc[nH]c(=O)[nH]1.c1ccccc1
HOMO-LUMO gap: 8.8 eV


#C comes first in stability; the runner-up is 0.0307 hartree higher.